No. 1
The following is a DFT calculation (ωB97M-V with the def2-TZVPD basis set) of a molecular structure, C48H119CrN7O16 at a distorted geometry.

```
! RIJCOSX wB97M-V def2-TZVPD def2/J DEFGRID3
* xyz 0 5
Cr -2.242 -1.654 -1.684
C 0.964 -0.721 0.948
C -0.233 0.168 0.570
C 0.258 1.513 -0.153
O -1.163 -0.547 -0.247
H 1.721 -0.889 0.181
H 0.585 -1.672 1.323
H 1.517 -0.282 1.778
H -0.710 0.416 1.518
H -0.605 2.176 -0.212
H 0.556 1.323 -1.184
H 1.113 1.960 0.354
C -3.234 1.363 -2.718
C -3.672 0.239 -3.757
C -2.894 0.450 -5.048
O -3.585 -1.052 -3.218
H -3.271 2.344 -3.192
H -2.210 1.287 -2.351
H -4.011 1.412 -1.956
H -4.700 0.466 -4.037
H -2.833 -0.468 -5.633
H -1.872 0.743 -4.808
H -3.369 1.194 -5.688
C 3.020 6.724 11.998
O 2.691 5.477 11.345
C 1.656 5.662 10.411
C 1.552 4.566 9.367
N 0.941 5.026 8.124
C 0.555 3.979 7.199
C 1.783 3.358 6.516
O 1.501 2.688 5.324
C 2.652 2.145 4.709
H 4.070 6.894 11.759
H 2.959 6.697 13.086
H 2.454 7.569 11.605
H 1.715 6.605 9.869
H 0.684 5.670 10.903
H 1.034 3.723 9.823
H 2.569 4.232 9.159
H 0.125 5.600 8.280
H -0.184 4.354 6.490
H 0.003 3.200 7.725
H 2.224 2.720 7.282
H 2.533 4.117 6.292
H 2.314 1.553 3.859
H 3.154 1.492 5.423
H 3.212 2.982 4.293
C 4.255 1.281 0.365
O 4.598 1.107 -0.990
C 3.623 0.476 -1.758
C 3.991 0.503 -3.256
N 5.200 -0.261 -3.509
C 5.669 -0.124 -4.865
C 6.939 -1.031 -5.134
O 8.061 -0.539 -4.417
C 9.229 -1.326 -4.677
H 3.957 0.351 0.849
H 3.419 1.961 0.528
H 5.101 1.669 0.933
H 2.639 0.946 -1.724
H 3.609 -0.539 -1.362
H 4.108 1.548 -3.541
H 3.162 0.018 -3.771
H 5.891 0.071 -2.851
H 5.961 0.910 -5.048
H 4.850 -0.269 -5.570
H 7.202 -0.905 -6.184
H 6.679 -2.070 -4.931
H 10.044 -0.932 -4.069
H 9.593 -1.417 -5.700
H 9.048 -2.334 -4.303
C -4.327 -1.642 0.988
O -3.809 -2.309 -0.145
C -4.173 -3.677 -0.216
C -3.581 -4.237 -1.521
N -2.138 -3.880 -1.628
C -1.605 -4.260 -2.953
C -0.309 -3.389 -3.193
O -0.610 -1.994 -3.115
C 0.530 -1.252 -3.446
H -3.851 -0.668 1.102
H -4.059 -2.119 1.931
H -5.412 -1.541 0.957
H -5.253 -3.826 -0.203
H -3.795 -4.169 0.680
H -4.112 -3.754 -2.341
H -3.671 -5.321 -1.589
H -1.767 -4.534 -0.954
H -2.280 -4.067 -3.787
H -1.401 -5.324 -2.835
H 0.166 -3.587 -4.154
H 0.491 -3.615 -2.487
H 0.780 -1.212 -4.506
H 1.377 -1.593 -2.851
H 0.412 -0.182 -3.269
C 3.077 -5.099 -8.022
O 3.750 -3.892 -7.739
C 3.210 -3.273 -6.554
C 3.721 -4.002 -5.305
N 3.452 -3.324 -4.004
C 3.553 -4.211 -2.841
C 3.459 -3.428 -1.519
O 3.407 -4.318 -0.420
C 3.113 -3.681 0.808
H 3.533 -5.874 -7.405
H 3.292 -5.342 -9.062
H 2.010 -5.098 -7.797
H 2.132 -3.125 -6.622
H 3.638 -2.271 -6.534
H 4.767 -4.282 -5.429
H 3.160 -4.937 -5.277
H 4.046 -2.521 -3.854
H 4.532 -4.691 -2.843
H 2.804 -5.002 -2.889
H 2.688 -2.658 -1.551
H 4.371 -2.844 -1.394
H 2.071 -3.363 0.799
H 3.774 -2.820 0.909
H 3.321 -4.305 1.677
C -2.694 -9.750 1.420
O -2.311 -8.434 0.992
C -1.216 -8.433 0.146
C -1.082 -7.078 -0.573
N -1.321 -5.858 0.247
C -0.210 -5.547 1.158
C -0.498 -4.214 1.920
O -1.609 -4.361 2.747
C -1.807 -3.245 3.663
H -3.525 -9.569 2.101
H -1.896 -10.311 1.905
H -3.032 -10.311 0.548
H -1.264 -9.114 -0.704
H -0.329 -8.758 0.690
H -1.851 -6.996 -1.342
H -0.115 -7.026 -1.073
H -2.066 -6.018 0.910
H 0.623 -5.479 0.458
H -0.006 -6.366 1.847
H -0.674 -3.452 1.161
H 0.415 -3.901 2.428
H -1.086 -3.218 4.480
H -2.811 -3.281 4.084
H -1.644 -2.330 3.094
C -3.379 2.295 1.188
O -4.514 2.630 1.939
C -4.840 4.020 1.869
C -6.245 4.334 2.280
N -7.089 3.734 1.252
C -8.532 3.727 1.581
C -9.302 2.572 0.880
O -8.709 1.359 1.413
C -9.466 0.191 1.166
H -2.549 2.952 1.449
H -3.540 2.287 0.110
H -3.136 1.257 1.417
H -4.635 4.472 0.899
H -4.230 4.540 2.608
H -6.400 5.413 2.281
H -6.472 3.861 3.236
H -6.978 2.735 1.155
H -8.943 4.691 1.282
H -8.767 3.708 2.645
H -9.166 2.460 -0.196
H -10.355 2.623 1.158
H -9.105 -0.637 1.777
H -9.518 -0.068 0.108
H -10.484 0.399 1.495
C 4.944 6.089 -2.527
O 3.990 5.495 -1.684
C 2.922 4.756 -2.382
C 1.759 4.406 -1.375
N 0.995 5.558 -1.016
C -0.193 5.190 -0.265
C -1.051 6.410 0.106
O -2.287 5.973 0.621
C -3.137 7.088 0.921
H 5.632 6.668 -1.912
H 4.456 6.766 -3.228
H 5.586 5.409 -3.087
H 3.351 3.831 -2.768
H 2.519 5.353 -3.200
H 2.099 3.860 -0.495
H 1.166 3.642 -1.877
H 1.475 6.165 -0.367
H 0.057 4.632 0.637
H -0.800 4.549 -0.904
H -1.173 6.991 -0.808
H -0.552 7.020 0.858
H -3.057 7.974 0.291
H -2.776 7.423 1.893
H -4.200 6.868 1.026
*
```

Summary:
M, u: 1102.51
Energy, a.u.: -4531.43048
<S²>: 6.01
Kohn-Sham gap (spin up / spin down), eV: 7.09 / 7.95
Largest force on an atom, eV/Å: 2.5
E_LUMO (spin up / spin down), eV: 0.46 / 0.45

Löwdin atomic charge list, values in e, 6 entries: atom 1 (Cr): 0.84, atom 2 (C): -0.07, atom 3 (C): -0.50, atom 4 (C): -0.05, atom 5 (O): -0.35, atom 6 (H): 0.05

---

No. 2
The following is a DFT calculation (ωB97M-V with the def2-TZVPD basis set) of 2 unconnected molecules or ions with the total composition C5H7Cl3O2 at a distorted geometry.

```
! RIJCOSX wB97M-V def2-TZVPD def2/J DEFGRID3
* xyz 0 1
Cl 3.143 -2.344 -3.304
C 1.695 -1.877 -2.414
Cl 0.542 -1.060 -3.470
Cl 0.952 -3.275 -1.639
H 1.982 -1.179 -1.639
C -2.693 1.317 1.397
C -1.420 0.866 1.454
C -0.581 0.974 0.223
O 0.588 0.136 0.158
C 1.372 0.131 1.263
O 1.832 1.104 1.777
H -3.374 0.906 0.657
H -3.041 2.077 2.088
H -1.037 0.393 2.356
H -0.311 2.019 0.080
H -1.199 0.696 -0.638
H 1.548 -0.884 1.649
*
```

Summary:
M, u: 205.47
Energy, a.u.: -1725.66280
Kohn-Sham gap, eV: 9.01
Largest force on an atom, eV/Å: 1.8
SMILES: ClC(Cl)Cl.C=CCOC=O
E_LUMO, eV: 0.16

Löwdin atomic charge list, values in e, 6 entries: atom 1 (Cl): 0.53, atom 2 (C): -1.57, atom 3 (Cl): 0.53, atom 4 (Cl): 0.52, atom 5 (H): -0.01, atom 6 (C): 0.00

---

No. 3
The following is a DFT calculation (ωB97M-V with the def2-TZVPD basis set) of a molecular structure, C57H73Cl3N7O3SeSi2Ti at a distorted geometry.

```
! RIJCOSX wB97M-V def2-TZVPD def2/J DEFGRID3
* xyz -1 1
Ti -0.299 -0.176 0.843
C 5.396 -3.097 3.834
C 4.465 -2.530 4.907
C 5.256 -1.501 5.725
C 4.038 -3.685 5.824
C 3.221 -1.872 4.307
C 2.999 -1.832 2.938
C 1.831 -1.248 2.449
N 1.409 -1.072 1.131
C 2.156 -1.379 -0.010
C 3.044 -2.419 -0.198
C 3.625 -2.630 -1.452
C 3.268 -1.779 -2.484
C 2.332 -0.739 -2.351
C 1.759 -0.550 -1.093
O 0.777 0.286 -0.799
C 2.013 0.104 -3.593
C 0.976 1.204 -3.353
C 3.303 0.788 -4.078
C 1.471 -0.804 -4.709
C 4.596 -3.797 -1.629
C 5.762 -3.655 -0.640
C 3.862 -5.118 -1.356
C 5.175 -3.860 -3.042
C 0.925 -0.644 3.329
O -0.120 -0.082 2.724
C 1.124 -0.659 4.714
C 2.275 -1.296 5.163
C 0.164 0.082 5.643
C -1.284 -0.375 5.416
C 0.512 -0.143 7.116
C 0.264 1.586 5.343
H 6.270 -3.548 4.310
H 4.901 -3.872 3.243
H 5.749 -2.320 3.153
H 6.145 -1.964 6.164
H 5.576 -0.672 5.090
H 4.655 -1.087 6.535
H 4.915 -4.175 6.257
H 3.409 -3.331 6.642
H 3.468 -4.427 5.263
H 3.730 -2.231 2.258
H 3.248 -3.104 0.612
H 3.709 -1.931 -3.459
H 1.274 1.874 -2.547
H 0.867 1.784 -4.275
H 0.002 0.789 -3.091
H 3.691 1.456 -3.307
H 4.082 0.064 -4.318
H 3.100 1.378 -4.976
H 0.562 -1.312 -4.379
H 1.227 -0.208 -5.593
H 2.194 -1.565 -5.004
H 5.412 -3.649 0.393
H 6.463 -4.487 -0.754
H 6.300 -2.722 -0.816
H 3.451 -5.145 -0.346
H 3.035 -5.246 -2.058
H 4.543 -5.967 -1.466
H 5.720 -2.947 -3.291
H 5.871 -4.698 -3.115
H 4.393 -4.008 -3.790
H 2.458 -1.337 6.227
H -1.369 -1.463 5.463
H -1.931 0.057 6.184
H -1.653 -0.040 4.450
H 0.457 -1.201 7.386
H 1.509 0.228 7.364
H -0.206 0.399 7.735
H -0.027 1.798 4.314
H -0.417 2.144 5.991
H 1.284 1.942 5.516
C -5.679 -2.640 -11.650
O -6.027 -1.548 -10.824
C -5.433 -1.476 -9.604
C -4.499 -2.393 -9.132
C -3.950 -2.225 -7.870
C -4.316 -1.155 -7.062
C -5.259 -0.248 -7.548
C -5.811 -0.402 -8.802
C -3.706 -1.022 -5.735
N -2.958 -1.933 -5.158
C -2.600 -1.390 -3.948
C -3.138 -0.134 -3.797
N -3.850 0.092 -4.951
C -2.930 0.681 -2.642
C -3.470 1.957 -2.437
C -3.177 2.623 -1.275
C -2.322 2.030 -0.339
N -1.801 0.827 -0.520
C -2.123 0.132 -1.635
C -1.586 -1.209 -1.758
N -0.874 -1.683 -0.710
C -0.372 -2.902 -0.778
C -0.536 -3.727 -1.897
C -1.260 -3.265 -2.967
C -1.805 -1.976 -2.906
H -6.260 -2.526 -12.561
H -5.931 -3.593 -11.177
H -4.614 -2.629 -11.896
H -4.189 -3.236 -9.733
H -3.223 -2.931 -7.493
H -5.589 0.587 -6.941
H -6.546 0.296 -9.181
H -4.351 0.926 -5.192
H -4.117 2.405 -3.182
H -3.587 3.599 -1.054
H -2.098 2.560 0.583
H 0.173 -3.242 0.089
H -0.091 -4.712 -1.896
H -1.425 -3.865 -3.852
C -5.220 2.293 4.728
Si -4.215 3.831 4.318
C -5.429 5.096 3.609
C -3.615 4.536 5.969
Se -2.537 3.381 2.951
H -6.019 2.514 5.444
H -4.576 1.522 5.154
H -5.671 1.875 3.827
H -6.213 5.344 4.331
H -5.903 4.698 2.708
H -4.908 6.016 3.333
H -4.424 5.028 6.518
H -2.813 5.260 5.808
H -3.217 3.734 6.596
N 0.326 1.918 1.237
C 0.485 3.050 1.392
N 0.639 4.331 1.608
C -0.115 5.279 0.785
C 0.737 6.523 0.525
C 1.650 6.827 1.726
C 1.037 6.281 3.012
C 1.006 4.759 2.976
H -1.040 5.526 1.315
H -0.393 4.778 -0.142
H 0.063 7.363 0.341
H 1.338 6.389 -0.377
H 1.829 7.900 1.802
H 2.624 6.353 1.576
H 0.023 6.668 3.139
H 1.606 6.594 3.889
H 0.280 4.354 3.684
H 1.996 4.350 3.190
Cl -4.055 -1.523 3.513
Si -2.786 -1.136 1.878
Cl -4.075 -1.868 0.296
Cl -1.446 -2.865 2.191
*
```

Summary:
M, u: 1193.62
Energy, a.u.: -8035.81929
Kohn-Sham gap, eV: 5.70
Largest force on an atom, eV/Å: 1.7
E_LUMO, eV: 1.51

Löwdin atomic charge list, values in e, 6 entries: atom 1 (Ti): 0.92, atom 2 (C): -0.08, atom 3 (C): -0.56, atom 4 (C): -0.05, atom 5 (C): -0.05, atom 6 (C): -0.17

---

No. 4
The following is a DFT calculation (ωB97M-V with the def2-TZVPD basis set) of a molecular structure, C40H31ClN3OP2Ti at a distorted geometry.

```
! RIJCOSX wB97M-V def2-TZVPD def2/J DEFGRID3
* xyz 3 1
Ti 1.055 -0.272 -0.276
Cl 3.955 -1.265 6.301
C 3.208 -0.805 4.834
C 2.499 0.392 4.759
C 1.875 0.783 3.581
C 1.958 -0.041 2.494
O 1.329 0.263 1.317
C 2.680 -1.237 2.529
C 2.834 -2.053 1.365
N 2.266 -1.841 0.198
C 2.573 -2.654 -0.952
C 3.028 -3.941 -0.942
C 3.382 -4.579 -2.151
C 3.296 -3.912 -3.338
C 2.794 -2.589 -3.371
C 2.695 -1.822 -4.553
C 2.202 -0.541 -4.507
C 1.772 -0.024 -3.295
N 1.843 -0.710 -2.147
C 2.389 -1.986 -2.176
C 3.314 -1.611 3.721
H 2.442 1.028 5.635
H 1.323 1.714 3.512
H 3.514 -2.897 1.452
H 3.121 -4.491 -0.012
H 3.745 -5.599 -2.123
H 3.607 -4.384 -4.263
H 3.021 -2.252 -5.494
H 2.131 0.070 -5.397
H 1.344 0.965 -3.251
H 3.889 -2.530 3.769
N -1.713 0.723 -0.394
P -0.448 1.658 -1.028
C 0.012 2.942 0.164
C -0.972 3.715 0.780
C -0.605 4.708 1.677
C 0.742 4.941 1.946
C 1.726 4.189 1.317
C 1.357 3.188 0.431
C -1.130 2.609 -2.383
C -0.311 3.590 -2.953
C -0.838 4.448 -3.902
C -2.174 4.330 -4.277
C -2.973 3.334 -3.735
C -2.452 2.457 -2.792
P -1.379 -0.818 0.219
C -2.728 -1.810 -0.385
C -3.131 -1.656 -1.719
C -4.239 -2.345 -2.175
C -4.925 -3.200 -1.316
C -4.505 -3.375 -0.004
C -3.397 -2.690 0.470
C -1.458 -0.828 2.013
C -2.180 0.130 2.716
C -2.219 0.071 4.104
C -1.555 -0.946 4.782
C -0.827 -1.900 4.080
C -0.767 -1.834 2.695
H -2.642 1.114 -0.274
H -2.023 3.557 0.554
H -1.366 5.314 2.153
H 1.026 5.726 2.638
H 2.772 4.392 1.510
H 2.128 2.622 -0.073
H 0.721 3.704 -2.639
H -0.215 5.216 -4.343
H -2.594 5.023 -4.996
H -4.004 3.234 -4.046
H -3.080 1.666 -2.397
H -2.594 -0.993 -2.387
H -4.571 -2.223 -3.199
H -5.794 -3.736 -1.676
H -5.043 -4.045 0.655
H -3.077 -2.823 1.495
H -2.722 0.913 2.199
H -2.779 0.815 4.658
H -1.617 -1.002 5.863
H -0.318 -2.697 4.612
H -0.206 -2.583 2.141
*
```

Summary:
M, u: 714.98
Energy, a.u.: -3773.95510
Kohn-Sham gap, eV: 6.09
Largest force on an atom, eV/Å: 1.4
E_LUMO, eV: -10.45

Löwdin atomic charge list, values in e, 6 entries: atom 1 (Ti): 1.02, atom 2 (Cl): 0.80, atom 3 (C): -0.64, atom 4 (C): -0.01, atom 5 (C): 0.05, atom 6 (C): -0.25